The following is a quantum chemistry calculation of 2 unconnected molecules or ions with the total composition C6H12O2, from the OMol25 dataset.

As for the expectation value of S²: 0.780. Its charge is -1. The molar mass comes out at 116.2 g mol⁻¹. For the relative energy (zero: lowest compared OMol25 entry of this formula, charge and spin), the calculation gives 0.7 kJ/mol. Its spin multiplicity is 2.

Last column: Löwdin spin population.
Atoms and positions in Å:
O -2.519040 1.151084 -0.158710  0.0099
C -1.553947 0.571750 0.653485  0.0249
C -0.908968 -0.662600 0.023484  0.0522
C 0.323576 -1.122837 0.731360  0.3844
C 1.582834 -0.597861 0.455100  0.0407
C 1.948023 0.371806 -0.448694  0.3483
C 3.354326 0.832892 -0.642986  0.0613
H -1.955162 0.312685 1.649503  0.0013
H -1.654131 -1.456214 -0.046625  0.0048
H -0.662763 -0.422772 -1.015859  0.0050
H -0.766274 1.316104 0.861074  0.0014
H 0.283228 -1.868208 1.516267  0.0245
H 2.396665 -1.017166 1.052945  -0.0076
H 1.193827 0.819031 -1.088907  0.0175
H 4.041308 0.254387 -0.016405  -0.0006
H 3.514661 1.878079 -0.364731  0.0166
H 3.667129 0.687491 -1.680529  0.0146
H -3.294871 0.322400 -0.335105  0.0002
H -4.951504 -0.599549 -0.701751  0.0000
O -4.038924 -0.770505 -0.442913  0.0007

Forces on the atoms, in the same order (eV/Å):
-0.1 -0.5 0.0
-0.3 0.9 0.1
0.3 -0.7 -0.2
0.1 0.5 -0.5
0.3 -0.3 0.5
-0.3 0.1 -0.2
0.2 -0.4 0.3
0.0 -0.2 0.0
-0.1 0.0 0.2
0.0 0.2 0.1
0.1 -0.1 -0.1
-0.2 0.0 0.0
0.0 0.1 -0.1
0.0 0.0 0.1
-0.1 0.0 0.0
-0.1 0.1 -0.2
0.1 0.2 0.0
0.0 0.1 0.0
0.2 0.1 0.1
0.0 0.1 0.0

=====

The following is a quantum chemistry calculation of a single H4N4 molecule at a distorted geometry, from the OMol25 dataset.

The molar mass comes out at 60.1 g mol⁻¹. For the relative energy (zero: lowest compared OMol25 entry of this formula, charge and spin), the calculation gives 352.1 kJ/mol.

Last column: Mulliken charge in e.
Atoms and positions in Å:
N -0.138691 1.377775 -1.070058  -0.6738
N -1.193941 0.363624 0.768937  -0.7766
N 0.609796 -0.674822 -0.244630  -0.5408
N -0.240216 0.299678 -0.084313  0.9316
H -0.964442 1.939029 -0.743991  0.2665
H -1.204501 -0.459019 1.436940  0.2194
H 0.316544 -1.616914 0.029382  0.2737
H 1.056681 -0.635702 -1.151310  0.3000

Forces on the atoms, in the same order (eV/Å):
-0.6 -3.3 3.3
0.8 -1.3 0.7
1.8 -2.2 -0.1
-3.3 5.4 -2.5
1.0 -0.5 -0.3
0.4 0.9 -1.1
-0.2 0.8 0.0
-0.1 0.2 0.1